The following is a quantum chemistry calculation of the ion C13H27N6O with charge +1, from OMol25.

XYZ file:
```
47
C13H27N6O (wB97M-V/def2-TZVPD)
C -3.138 3.126 -1.848
C -2.337 2.153 -2.711
C -2.531 0.684 -2.277
C -1.215 -0.043 -1.944
C -0.908 0.039 -0.449
N 0.067 -0.964 0.022
C -0.383 -1.997 0.942
C -0.826 -1.338 2.251
O 0.007 -0.959 3.028
N -2.210 -1.181 2.386
C -2.874 -2.421 2.843
C -2.583 0.033 3.132
C 1.330 -0.869 -0.360
N 1.801 0.088 -1.187
C 3.096 -0.150 -1.315
C 4.034 0.630 -2.161
C 3.349 1.822 -2.825
N 2.941 2.802 -1.816
N 3.461 -1.219 -0.602
N 2.337 -1.685 0.027
H -4.207 2.959 -1.969
H -2.874 3.020 -0.794
H -2.934 4.160 -2.125
H -1.280 2.421 -2.680
H -2.689 2.255 -3.737
H -3.041 0.124 -3.059
H -3.172 0.668 -1.392
H -0.408 0.453 -2.482
H -1.228 -1.091 -2.248
H -1.824 -0.135 0.112
H -0.525 1.022 -0.172
H -1.211 -2.547 0.494
H 0.415 -2.698 1.167
H -3.731 -2.157 3.452
H -2.200 -3.057 3.419
H -3.241 -3.003 1.995
H -3.339 0.578 2.567
H -2.972 -0.192 4.124
H -1.722 0.685 3.255
H 4.862 1.006 -1.561
H 4.419 -0.035 -2.939
H 2.515 1.477 -3.440
H 4.062 2.290 -3.501
H 1.954 2.712 -1.616
H 3.086 3.743 -2.158
H 4.375 -1.626 -0.495
H 2.349 -2.470 0.652
```

charge	+1
2S+1	1
E	-915.08272	Eh

Results of the Löwdin charge analysis, in e, for atoms 1 through 6: C -0.11; C -0.25; C -0.19; C -0.18; C -0.12; N -0.02